# 1
Computed, not measured: the ion C3H6NO3 with charge -1 in a non-equilibrium geometry, with wB97M-V/def2-TZVPD.

Structure (XYZ):
```
13
Properties=species:S:1:pos:R:3:forces:R:3
H -0.6150 0.6207 -1.3922 0.218 0.054 0.761
H 0.5653 -1.8245 0.3240 0.395 0.821 -0.532
H 2.1718 -1.0511 0.1521 -1.096 0.418 -0.214
H 2.2502 1.1076 0.2943 -0.636 -0.064 -0.172
O 1.4012 1.2760 0.7460 1.262 1.024 -0.010
C 1.0823 -0.9265 -0.1216 -0.136 -0.937 0.284
H -0.8637 1.8366 -0.0720 0.199 -1.139 0.130
C -0.6912 0.7444 -0.2722 -0.672 -0.185 -0.246
C -1.9540 -0.1270 0.2150 -0.471 -0.935 3.214
O -2.7897 -0.5654 -0.5997 0.783 0.745 -0.629
H 0.9551 -0.9990 -1.2447 0.238 0.268 0.867
N 0.4759 0.2627 0.4759 -0.471 -0.928 -0.736
O -1.9882 -0.3546 1.4953 0.386 0.860 -2.717
```
Positions in Å, forces in eV/Å.

Values from the calculation:
Multiplicity = 1
LUMO energy = 3.656 eV
Highest occupied orbital energy = -3.65 eV
Kohn-Sham gap = 7.305 eV
Total charge = -1
Max |F| = 3.38 eV Å⁻¹
Relative energy (zero: lowest compared OMol25 entry of this formula, charge and spin) = 87.5 kcal per mole



# 2
Computed, not measured: a cluster of 12 separate species, C41H53N11O6S in total in a non-equilibrium geometry, with wB97M-V/def2-TZVPD.

Structure (XYZ):
```
112
Properties=species:S:1:pos:R:3:forces:R:3
H -2.7007 0.2520 1.0695 -2.750 2.011 0.198
N 0.2013 -1.9660 2.7415 -1.997 2.083 1.440
N 0.0013 -3.5780 -1.2285 1.051 -3.083 1.696
C -2.0307 3.6590 3.3845 3.798 3.796 0.805
H 3.2463 -2.2790 -5.5165 -1.253 1.115 -0.167
C -1.4017 6.0020 -3.1805 0.786 -4.152 1.691
N 2.2953 3.0190 -1.4915 -1.111 0.969 3.248
H -3.8817 -1.4880 -1.0025 0.221 -0.333 -0.266
H 2.0273 5.1320 -0.3605 0.456 -2.472 -1.616
O -3.9197 -3.4100 2.8355 1.761 -0.869 -4.075
H -3.2067 5.1210 -4.1815 0.567 -0.550 -0.030
C 2.4083 -1.6280 -5.1425 -2.171 1.207 4.178
C 0.8163 -5.7160 -0.8025 -3.454 6.581 -0.799
S -0.1737 -0.0300 -0.0495 -1.461 5.136 -5.246
C 3.4543 1.4330 2.5295 1.287 -0.158 2.718
H -1.3917 7.0260 -3.5335 -0.101 -0.219 0.109
H 0.3923 -1.3210 1.8835 0.034 -1.735 1.470
H 6.1173 -2.5110 1.3735 4.262 -0.859 1.824
C -5.7427 1.6100 1.5935 1.325 -1.927 -0.639
C -3.6717 -1.7060 -2.0475 -2.898 1.211 -3.645
C 0.0933 -3.5690 4.4595 -1.021 3.576 -4.088
H 1.3993 2.3930 -0.9835 3.089 1.233 -1.922
H 1.5493 -3.8020 0.5245 -2.120 -1.232 -2.414
O -1.3367 0.2460 0.6995 -2.452 -0.080 1.723
O -4.6037 -3.9780 0.8435 1.284 -0.003 0.270
O 0.7813 -0.5660 0.7935 5.253 -1.795 2.912
H -3.5867 -0.7230 3.1625 -1.346 0.954 -1.951
H 4.2413 5.8400 -1.4015 0.320 -1.574 -0.853
C -0.0987 4.8550 2.9245 4.719 3.569 1.059
C -0.8267 -1.4840 3.6165 0.298 -2.672 0.739
H 1.4703 -3.5860 2.7525 4.774 -2.749 -3.051
C -3.9097 -1.6030 -4.4555 5.264 0.229 6.266
N -3.6787 -3.6530 1.5745 -3.214 1.102 3.295
C 4.1573 -2.0460 1.6205 1.925 -2.068 -4.299
H -1.4107 -4.0110 -2.8445 0.878 -0.255 0.916
H -4.2077 2.2180 0.0615 1.572 2.751 -3.581
H 2.2273 -1.6190 0.8935 -0.822 0.641 -0.228
N 3.1633 -1.8220 0.6645 3.117 0.401 0.575
C 3.6643 -1.7650 -0.5905 4.464 -2.401 -0.348
H 3.2423 1.9320 1.5685 0.744 -0.164 0.677
C -0.4997 5.4250 -2.1775 -2.820 0.834 -1.121
H -5.6687 -1.6100 -3.1485 -3.228 -0.110 0.504
H -4.0377 -1.5170 -5.4685 -1.283 0.037 -2.075
H -1.5687 -1.1670 -2.1315 -2.168 -1.317 -0.156
C -4.5337 1.6360 0.7765 -3.021 -5.161 7.812
C -0.9777 -2.5560 4.6675 0.817 0.647 -2.320
C -1.1667 5.0850 3.7835 -3.978 -4.826 -0.697
O -0.4097 -0.9810 -1.1425 -0.204 -0.438 -0.279
H 2.2013 -1.0720 4.5035 1.356 2.656 -0.508
H -2.2447 -2.4730 0.8975 0.569 7.751 -1.328
C 4.4083 3.6660 -2.3275 -2.601 -3.925 0.300
C -2.3897 -1.5250 -3.9935 -7.031 -0.691 1.375
H -1.3807 -0.4850 3.3265 1.234 -2.482 0.878
C 1.9203 -0.2010 -5.4375 0.796 -1.652 1.378
H 1.4453 -6.4250 -0.4625 1.629 -2.434 1.133
N -1.1317 3.0040 2.5385 -2.318 4.217 2.900
C -2.2817 4.9050 -3.6345 0.662 -1.531 3.184
H 5.6143 -2.5810 -1.4785 3.375 -1.799 -5.343
H 1.9093 -0.0170 2.2335 -0.397 0.318 -0.412
C -5.6717 0.4600 2.6005 4.199 2.417 -3.506
C 1.7953 -1.9750 -3.8005 -0.516 4.696 -3.216
H 0.2103 -4.5570 4.8985 0.003 0.457 0.012
H -0.5557 -6.3620 -2.3085 -6.004 -11.344 -7.158
C 5.3113 -2.4970 0.8035 -4.933 2.525 -1.935
H 5.2763 3.4660 -2.9195 0.438 0.199 -0.057
H -1.9127 -2.7270 5.2775 1.513 0.624 -0.457
H 0.0733 6.1120 -1.4215 -0.746 -2.236 -1.628
H 2.3853 0.2760 -6.3845 -1.421 -0.291 1.988
O 0.2503 1.2470 -0.6775 0.460 -0.347 0.158
H 0.8403 3.2870 1.5635 -2.232 0.745 1.290
C 5.1563 -2.2720 -0.7045 -9.652 3.408 11.387
C 3.9653 4.7800 -1.6675 -5.470 -0.381 2.866
C 0.7413 -3.1140 3.1545 -6.007 1.203 6.837
N 1.0403 -0.8410 -3.3845 -0.113 0.440 -0.192
H -6.6347 2.2560 1.3435 1.078 -0.936 0.604
C 3.9453 0.6660 4.7525 -3.978 0.497 -7.209
C -4.2287 -0.1040 2.4195 -4.367 3.031 0.911
H -6.5197 0.4090 3.2475 0.137 -0.894 0.713
N -2.4537 -1.5810 -2.6075 2.373 1.181 -1.274
N -0.8867 4.0520 -2.0075 1.519 1.110 0.817
C 2.5653 4.3560 -1.0635 3.330 1.255 -1.348
H 5.2623 2.2020 3.8795 1.677 1.728 -0.369
H 3.0683 -1.3650 -1.3475 -0.970 0.118 -1.251
C 3.3783 2.5060 -2.1435 1.962 4.149 -0.302
H 0.4373 -0.7720 -2.3875 1.911 -0.397 -3.030
C -2.3307 -3.4070 0.9655 -1.446 -8.861 1.208
H 0.9623 5.4660 2.9855 -2.994 -1.184 -0.306
N 2.5603 0.4100 2.8545 2.465 0.959 3.687
H -1.3397 2.2150 2.1145 -1.538 -4.865 -2.443
H 4.4103 0.4330 5.6165 1.310 -0.521 2.719
C 2.7723 -0.0720 4.1905 1.979 0.379 -0.520
C -0.0667 3.7020 2.1735 2.417 0.117 -0.147
H -2.3387 2.5800 -2.6475 0.115 1.354 -0.653
H -3.0487 3.3260 3.6475 0.960 -0.057 -0.351
H -1.5207 5.8290 4.6255 1.134 -1.645 -2.291
H 0.3993 0.9940 -4.0755 -0.928 2.067 -0.055
C -0.6547 -4.3770 -2.1105 1.667 -2.683 0.890
C -0.1517 -5.7260 -1.8805 5.819 13.093 7.294
C 4.4093 1.6730 3.6805 -6.431 -5.360 -0.544
H -2.3487 -4.0630 0.0385 0.529 1.229 1.168
H 1.5853 -2.8030 -3.1765 0.693 -1.141 0.163
C -4.6647 -1.6440 -3.1875 6.900 -0.438 -0.533
H -0.1737 3.4620 -1.4245 -2.614 0.984 -1.566
C 0.8133 -4.3110 -0.2815 0.755 -1.350 -2.179
C 1.0843 0.2620 -4.3025 3.439 -6.003 -1.532
H -1.4567 -1.4250 -4.4635 0.883 0.095 -0.720
H -0.2287 -2.6330 -1.1665 -0.075 1.757 0.526
H -1.6677 -3.6900 1.7815 0.444 -0.431 -0.389
N -3.7097 0.6680 1.3915 1.800 -1.943 -0.290
C -2.0147 3.6420 -2.7805 2.332 4.409 -0.892
H 3.4673 1.4830 -2.4665 -0.240 0.030 -0.123
H 4.0393 -1.8950 2.6955 -0.034 -0.258 -0.589
```
Positions in Å, forces in eV/Å.

Values from the calculation:
Multiplicity = 1
LUMO energy = 4.209 eV
Highest occupied orbital energy = -3.19 eV
Kohn-Sham gap = 7.402 eV
Total charge = -2
Max |F| = 16.08 eV Å⁻¹
Relative energy (zero: lowest compared OMol25 entry of this formula, charge and spin) = 88.9 kcal per mole



# 3
Computed, not measured: an isolated molecule of CH4ClN3 in a non-equilibrium geometry, with wB97M-V/def2-TZVPD.

Structure (XYZ):
```
9
Properties=species:S:1:pos:R:3:forces:R:3
H 0.8157 0.8725 1.4482 -0.093 -0.002 -0.045
N -0.8118 -0.2089 0.6792 0.121 -1.188 -0.029
Cl -2.2270 0.2564 -0.2942 0.249 0.017 -0.319
N 1.0572 -0.2679 -0.3246 0.660 0.273 -0.544
H -0.3735 -1.7482 -0.7244 -0.073 0.297 -0.071
N 0.0603 -1.2392 0.0426 -0.849 0.282 0.855
H 1.0563 -0.0391 -1.3200 -0.389 0.000 0.169
H 0.0952 1.6642 0.0084 0.018 -0.148 0.044
C 0.3276 0.7102 0.4848 0.356 0.470 -0.060
```
Positions in Å, forces in eV/Å.

Values from the calculation:
Multiplicity = 1
LUMO energy = 0.772 eV
Highest occupied orbital energy = -9.03 eV
Kohn-Sham gap = 9.798 eV
Max |F| = 1.24 eV Å⁻¹
Relative energy (zero: lowest compared OMol25 entry of this formula, charge and spin) = 70.3 kcal per mole



- Which formula does entry 3 have?
  CH4ClN3